Record 1
20
Properties=species:S:1:pos:R:3:mulliken_charge:R:1 method="wB97M-V/def2-TZVPD" e_lumo_ev=0.86 homo_lumo_gap_ev=8.4 spin_multiplicity=1 smiles="C/C=C/NCC.O" total_energy_ha=-328.2519
C 2.327 -0.654 1.155 -1.1015
C 1.446 0.244 0.345 -0.2329
C 0.170 0.515 0.641 -0.1964
N -0.424 1.695 0.188 -0.2475
C -1.710 1.815 -0.497 -0.1757
C -2.445 0.498 -0.399 -1.2382
H 1.714 -1.080 1.947 0.2874
H 3.157 -0.089 1.573 0.3319
H 2.841 -1.414 0.559 0.2450
H 1.818 0.826 -0.477 0.3554
H -0.511 -0.152 1.160 0.2684
H 0.164 2.507 0.181 0.1919
H -2.314 2.593 -0.026 0.2780
H -1.536 2.095 -1.539 0.2635
H -3.422 0.506 -0.863 0.3584
H -1.890 -0.298 -0.855 0.3210
H -2.568 0.316 0.669 0.3013
O 1.029 -3.468 -0.892 -0.6315
H 0.327 -3.181 -1.487 0.3108
H 1.826 -3.274 -1.381 0.3110

***

Record 2
6
Properties=species:S:1:pos:R:3:mulliken_charge:R:1 method="wB97M-V/def2-TZVPD" e_lumo_ev="-1.01 / -1.01" homo_lumo_gap_ev="9.0 / 9.0" spin_multiplicity=1 total_energy_ha=-778.2041
N -0.873 0.880 -0.021 0.4526
O 0.393 0.676 -0.136 -0.2122
O -1.830 0.117 0.046 0.0821
O -1.774 -1.229 0.046 -0.4996
F 2.693 0.275 0.157 -0.2278
S 1.391 -0.719 -0.093 0.4049

***

Record 3
7
Properties=species:S:1:pos:R:3:mulliken_charge:R:1 method="wB97M-V/def2-TZVPD" e_lumo_ev=-6.60 homo_lumo_gap_ev=8.5 spin_multiplicity=1 total_energy_ha=-1088.1667 total_charge=+1
O 0.577 -1.129 -1.370 -0.4148
O -0.017 0.308 0.887 -0.4996
P 1.404 -0.552 -0.162 0.5303
I 2.204 -2.321 1.192 0.3037
I 2.917 1.211 -0.879 0.3198
H 0.074 -1.903 -1.554 0.3906
H 0.258 0.109 1.838 0.3699

***

Record 4
92
Properties=species:S:1:pos:R:3:mulliken_charge:R:1 method="wB97M-V/def2-TZVPD" e_lumo_ev=-4.30 homo_lumo_gap_ev=7.1 spin_multiplicity=1 total_energy_ha=-1304.1999 total_charge=+2
C -13.283 31.390 13.364 -1.4595
C -12.738 31.375 14.778 0.4496
C -12.969 32.773 15.473 -1.1317
O -13.030 30.170 15.426 -0.0392
H -13.005 30.481 12.830 0.1079
H -12.849 32.220 12.807 0.4267
H -14.370 31.343 13.311 0.2417
H -11.672 31.324 14.556 0.0950
H -13.945 33.219 15.283 0.3049
H -12.206 33.436 15.066 0.4462
H -12.835 32.701 16.553 -0.1886
C -9.341 28.771 12.665 -1.3305
C -10.360 27.711 12.317 -0.4870
C -11.276 27.486 13.496 0.1653
N -12.447 26.548 13.213 0.0375
C -13.434 26.940 12.038 -0.8771
C -13.215 26.334 14.550 0.0722
C -12.412 25.316 15.383 -0.0337
C -11.531 24.551 14.323 -0.9352
C -11.873 25.087 12.938 -0.4757
H -8.893 28.818 13.657 0.2983
H -9.809 29.742 12.507 0.3161
H -8.512 28.637 11.970 0.3911
H -9.750 26.909 11.901 0.3661
H -10.918 28.136 11.482 0.2148
H -11.767 28.438 13.701 -0.2366
H -10.850 27.079 14.412 0.3490
H -14.033 26.030 12.024 0.4895
H -12.842 27.056 11.130 0.3800
H -13.966 27.813 12.416 0.2185
H -14.222 26.100 14.204 0.3397
H -13.377 27.324 14.976 -0.2593
H -13.065 24.594 15.873 0.6771
H -11.770 25.836 16.094 -0.4109
H -11.640 23.470 14.415 0.3721
H -10.499 24.736 14.622 0.4116
H -12.749 24.622 12.487 0.4456
H -11.074 24.990 12.203 0.3867
C -12.419 32.587 19.679 -1.4061
C -11.711 31.574 18.683 0.9045
C -11.215 30.332 19.457 -1.1394
N -11.030 29.074 18.543 0.6929
C -10.116 29.450 17.332 -0.9536
C -12.342 28.518 18.032 0.5788
C -12.483 27.257 18.867 -0.6130
C -11.076 26.690 18.978 -0.4264
C -10.337 27.897 19.398 -0.6466
H -13.128 32.001 20.263 0.3271
H -12.961 33.374 19.153 0.3396
H -11.689 33.125 20.283 0.3765
H -10.849 32.023 18.190 0.4154
H -12.393 31.195 17.921 -0.7975
H -11.836 29.961 20.273 0.5110
H -10.260 30.594 19.913 0.4899
H -10.533 30.197 16.656 -0.0644
H -9.989 28.572 16.699 0.6345
H -9.191 29.904 17.687 0.3563
H -12.224 28.281 16.974 -0.4854
H -13.128 29.266 18.132 -0.3081
H -13.135 26.513 18.409 0.3684
H -12.806 27.458 19.888 0.3971
H -10.698 26.293 18.036 0.0960
H -10.913 25.849 19.653 0.5234
H -9.261 27.926 19.227 0.3637
H -10.524 28.084 20.456 0.3448
C -15.995 33.139 17.500 -1.4874
C -16.442 31.999 16.581 -0.3217
C -16.086 30.711 17.240 -0.3087
N -16.764 29.418 16.720 0.3045
C -16.714 29.308 15.168 -0.7956
C -16.043 28.251 17.402 0.5684
C -17.015 27.068 17.498 -0.6556
C -18.359 27.709 17.105 -0.7993
C -18.221 29.248 17.171 -0.5876
H -16.491 33.023 18.464 0.5129
H -16.411 34.131 17.325 0.4085
H -14.919 33.217 17.652 0.1080
H -16.144 32.165 15.546 0.3370
H -17.521 32.051 16.441 0.4302
H -16.377 30.671 18.289 0.4205
H -15.028 30.503 17.077 -0.1300
H -17.093 28.355 14.797 0.4268
H -15.670 29.469 14.900 0.1128
H -17.227 30.184 14.770 0.3175
H -15.179 28.009 16.783 -0.6158
H -15.793 28.665 18.378 0.4378
H -16.739 26.265 16.814 0.2885
H -17.039 26.680 18.516 0.3768
H -18.630 27.333 16.119 0.3393
H -19.172 27.331 17.725 0.4735
H -18.882 29.887 16.585 0.3964
H -18.209 29.691 18.167 0.4246

***

In the order shown, the computed energy above the lowest of the compared OMol25 structures with the same formula, charge and spin values come out to 175.7; 556.3; 173.9; 126.3 kJ/mol.